C9H21N2OPTm as an isolated structure, computed with ωB97M-V/def2-TZVPD.

```
35
Properties=species:S:1:pos:R:3:mulliken_spin:R:1
Tm -0.26855 -0.30785 -0.43955 2.0076
H 0.84875 2.91005 -0.27795 -0.0005
H 0.84555 2.84625 -1.03585 0.0009
P -0.53475 -0.53445 -2.75665 -0.0047
C 0.76815 -1.47715 -3.66985 -0.0016
H 0.49545 -1.64175 -4.72755 0.0006
H 1.71795 -0.92015 -3.61265 0.0002
H 0.91245 -2.44915 -3.16965 0.0003
C -2.08055 -1.40595 -3.27025 -0.0005
H -2.94465 -0.84045 -2.88675 -0.0002
H -2.14665 -1.50195 -4.36865 0.0002
H -2.09085 -2.40715 -2.80905 0.0003
C -0.63315 1.03555 -3.73795 -0.0004
H 0.32945 1.56945 -3.66325 0.0003
H -0.85635 0.83495 -4.80115 0.0001
H -1.42425 1.67395 -3.31125 -0.0001
C 1.56365 -0.83995 -0.40645 0.0136
O 2.70245 -1.13125 -0.38525 -0.0003
H -1.91275 0.27385 -0.46335 -0.0117
H -0.66235 -1.84395 -0.30195 0.0031
C 2.43515 1.07245 4.46975 0.0000
C 1.31045 0.68515 3.56635 -0.0003
C 0.01255 0.42405 3.95615 -0.0009
C -0.64085 0.09355 2.78585 -0.0006
N 0.22955 0.16085 1.75825 -0.0043
N 1.41145 0.52695 2.23295 -0.0005
C -2.07975 -0.28435 2.67015 -0.0019
H 2.18795 2.01985 4.99115 0.0000
H 2.59585 0.27145 5.22245 0.0000
H 3.36965 1.20935 3.88705 0.0000
H -0.39935 0.46065 4.95645 -0.0001
H 2.27435 0.65895 1.66245 0.0003
H -2.28105 -1.17945 3.29375 0.0000
H -2.71385 0.55685 3.02185 0.0001
H -2.34095 -0.51925 1.62055 0.0009
```

Properties
<S²>: 2.0130
orbital gap (spin up / spin down): 6.35 / 6.45 eV
net charge: +1
spin multiplicity: 3

=====

One molecule with the formula C4H9N, computed with ωB97M-V/def2-TZVPD.

```
14
Properties=species:S:1:pos:R:3:nbo_charge:R:1
C 1.48106 0.22865 -0.03436 -0.6410
C 0.09472 -0.43860 0.06061 -0.0947
C 0.15590 -1.87662 0.41605 -0.6463
C -0.96556 0.32881 -0.20915 -0.0065
N -0.95255 1.72586 -0.27958 -0.8376
H 2.35314 -0.35514 0.21546 0.2146
H 1.66645 0.69389 -0.99960 0.2184
H 1.41201 1.20448 0.53929 0.1922
H -0.01325 -2.50564 -0.47098 0.2167
H 1.19993 -2.15112 0.58983 0.2114
H -0.27226 -2.31956 1.32906 0.2218
H -1.89815 -0.20062 -0.42710 0.1813
H -1.84700 2.10167 -0.52914 0.3857
H -0.35839 2.17451 0.39288 0.3840
```

Properties
orbital gap: 8.65 eV
ΔE to the lowest compared entry with this formula, charge and spin: 23.3 kcal/mol
SMILES string: CC(C)=CN

=====

CH3BrN2O2 as an isolated structure, computed with ωB97M-V/def2-TZVPD.

```
9
Properties=species:S:1:pos:R:3:nbo_charge:R:1
C 0.81458 0.35307 0.10836 -0.1287
N -1.08095 -0.90365 -0.91448 -0.7394
N 1.36703 -0.85222 0.45322 0.3916
O 1.51155 -1.25898 1.59271 -0.4342
O 1.83738 -1.53481 -0.52619 -0.4415
Br -0.10627 -2.03612 -1.85716 0.5429
H 0.85046 0.84279 -0.87640 0.2414
H 0.55616 0.83154 0.98736 0.2036
H -1.56506 -1.41828 -0.10973 0.3645
```

Properties
orbital gap (spin up / spin down): 6.98 / 6.98 eV
ΔE to the lowest compared entry with this formula, charge and spin: 111.5 kcal/mol

=====

A 10-piece molecular cluster, C62H138N6O14 overall, computed with ωB97M-V/def2-TZVPD.

```
220
Properties=species:S:1:pos:R:3:mulliken_charge:R:1
C -0.01521 -1.88077 7.64208 -1.5816
C 0.91207 -2.91932 6.97408 1.5389
C 2.17326 -3.01676 7.83018 -2.0710
C 0.26502 -4.27733 6.92275 -1.3217
C -0.89868 -4.37359 5.95130 -0.4033
C -0.40488 -3.98481 4.56366 -1.2777
C 0.38277 -2.67961 4.45872 2.4057
C 1.30335 -2.79715 3.24873 -1.6464
C -0.53845 -1.48712 4.34577 -0.7715
N 1.27920 -2.54279 5.61244 0.2016
O 1.93527 -1.31179 5.58870 -0.3977
H 0.40393 -0.87981 7.55006 0.2818
H -1.00911 -1.94473 7.20236 0.2408
H -0.07891 -2.05931 8.71879 0.4958
H 1.89301 -3.21770 8.85831 0.4747
H 2.89861 -3.70266 7.37929 0.3877
H 2.73222 -2.07517 7.79232 0.3657
H 0.94443 -5.07070 6.58492 0.3242
H -0.04164 -4.58542 7.92788 0.5056
H -1.27656 -5.39751 5.92299 0.4643
H -1.75251 -3.74622 6.23012 0.1938
H -1.27812 -3.88801 3.90277 0.1615
H 0.14225 -4.81097 4.09732 0.3901
H 2.00658 -3.61674 3.42937 0.7467
H 1.84550 -1.87261 3.08228 -0.8760
H 0.77969 -3.09296 2.33603 0.4291
H -1.08714 -1.57724 3.40019 -0.0340
H -0.01230 -0.54366 4.41436 -0.1514
H -1.34564 -1.53689 5.08251 0.3278
H 2.84994 -1.56238 5.43164 0.3320
C 0.48352 -1.76633 -1.15976 -0.3045
C 0.92253 -0.33624 -0.91656 1.9964
C 2.44302 -0.29012 -0.75009 -1.2096
C 0.70205 0.57626 -2.13377 -0.9382
C -0.77185 0.97291 -2.28126 -0.1890
C -1.18973 1.64005 -0.96914 -0.8624
C -1.09234 0.72870 0.24794 3.1313
C -1.30442 1.58032 1.51478 -2.3414
C -2.12534 -0.37887 0.27300 -2.1465
N 0.32903 0.31664 0.26156 0.0164
O 0.57862 -0.54545 1.39039 1.7782
H 0.75620 -2.37333 -0.29319 -0.3637
H -0.58618 -1.91167 -1.32748 0.1351
H 0.91083 -2.19844 -2.06818 -0.2372
H 2.75075 -0.76464 0.20354 -0.6094
H 3.01921 -0.92988 -1.43065 0.0800
H 2.96834 0.66327 -0.67380 0.5027
H 1.28156 1.50335 -2.18909 0.3663
H 0.99276 0.07037 -3.06661 -0.6833
H -0.88209 1.68575 -3.09938 0.0729
H -1.38525 0.08437 -2.45157 0.1024
H -2.24355 1.93764 -1.09560 0.7317
H -0.64700 2.56569 -0.77278 -0.1582
H -2.09963 2.32270 1.35191 0.5129
H -0.43415 2.17701 1.78097 0.2965
H -1.67771 0.96320 2.33407 0.0293
H -2.22436 -0.99074 -0.62629 0.1935
H -3.12710 0.02260 0.45166 0.6540
H -1.90371 -1.06752 1.09344 -0.2237
H 1.03382 0.00137 2.06092 -0.4316
C -4.73351 -4.42329 4.14667 -2.0654
C -5.22502 -3.03114 3.77834 1.8332
C -4.35763 -2.03529 4.57908 -1.2619
C -4.88704 -2.79519 2.29656 -1.0380
C -5.61896 -1.65666 1.60192 -0.2941
C -7.10284 -1.75154 1.93065 -1.5191
C -7.41047 -1.78957 3.41804 1.7622
C -7.12541 -0.43111 4.05167 -1.7500
C -8.87817 -2.10552 3.57860 -2.1671
N -6.64650 -2.86957 3.99504 0.4504
O -6.95493 -3.11280 5.35653 -0.4982
H -5.41396 -5.16791 3.70248 0.5266
H -3.73957 -4.67327 3.78321 0.2800
H -4.80236 -4.61095 5.21983 0.3719
H -3.29684 -2.28300 4.46577 -0.0335
H -4.44040 -0.98810 4.28117 0.1664
H -4.54888 -2.06031 5.65611 0.5293
H -3.81682 -2.57292 2.25221 -0.0804
H -5.04616 -3.72101 1.73240 0.4955
H -5.29113 -0.71926 2.06882 0.1338
H -5.40850 -1.60813 0.53794 0.5885
H -7.51911 -2.64764 1.45238 0.3399
H -7.66900 -0.90643 1.52332 0.4989
H -7.86458 0.28485 3.66609 0.4682
H -6.13522 -0.04075 3.85370 0.2808
H -7.33064 -0.40602 5.12470 0.3606
H -9.06660 -3.11712 3.21913 0.4507
H -9.48298 -1.27899 3.21382 0.4134
H -9.15137 -2.16634 4.64156 0.4306
H -7.53326 -3.88326 5.32631 0.3440
C -2.94347 0.16279 -6.41326 -1.6602
C -2.19247 1.02652 -7.41684 1.6906
C -1.01639 0.30018 -8.05909 -1.9331
C -3.13715 1.44857 -8.53245 -1.1153
C -4.20011 2.44368 -8.03802 -0.6826
C -3.49729 3.67779 -7.50129 -1.4848
C -2.43510 3.39715 -6.42195 1.8882
C -1.50242 4.61715 -6.44746 -2.0707
C -3.09774 3.31937 -5.05388 -1.1952
N -1.63174 2.24242 -6.79794 0.0105
O -0.69054 1.86041 -5.77776 -0.0046
H -3.43872 -0.69162 -6.88820 0.4276
H -2.31506 -0.23371 -5.61141 0.1480
H -3.73950 0.71442 -5.91181 0.3945
H -1.32083 -0.44296 -8.79263 0.4125
H -0.42885 1.04014 -8.61402 0.4162
H -0.36998 -0.05925 -7.26061 0.2705
H -2.58562 1.99669 -9.30119 0.3410
H -3.70210 0.60896 -8.94085 0.4761
H -4.83668 2.71770 -8.88320 0.4037
H -4.83400 2.02386 -7.25380 0.3698
H -4.25309 4.30118 -6.99484 0.4163
H -3.12097 4.38823 -8.24269 0.4529
H -0.88083 4.61463 -7.34350 0.4846
H -0.76936 4.55821 -5.64033 0.3209
H -2.09419 5.52409 -6.33095 0.4399
H -3.94156 2.62131 -4.99753 0.3840
H -3.53190 4.28957 -4.79962 0.5069
H -2.42550 2.97563 -4.26413 -0.1745
H 0.15083 2.10293 -6.18488 0.2347
C -2.20336 7.81381 -0.74240 -1.9075
C -1.40939 6.59462 -0.25345 1.8066
C -2.34120 5.63724 0.50595 -1.5846
C -0.82181 5.79643 -1.41866 -1.0502
C 0.41615 6.39790 -2.06670 -0.9135
C 1.46217 6.73427 -1.01142 -1.3291
C 0.91728 7.57089 0.15604 1.4663
C 1.94101 7.38673 1.27653 -1.8298
C 0.79905 9.02880 -0.29239 -1.7564
N -0.31288 6.93543 0.64514 1.0389
O -0.79433 7.63578 1.79267 -0.6171
H -3.20958 7.56245 -1.08722 0.4620
H -2.27513 8.52025 0.08395 0.3403
H -1.71280 8.25814 -1.61058 0.3518
H -2.83239 4.91168 -0.13888 0.4555
H -1.81377 5.09054 1.29258 -0.0756
H -3.08646 6.23382 1.04347 0.4427
H -0.47458 4.82833 -1.03891 -0.1982
H -1.60462 5.65172 -2.15706 0.7782
H 0.82877 5.68557 -2.79530 0.4515
H 0.15007 7.22801 -2.73984 0.3861
H 2.28391 7.29573 -1.46255 0.5119
H 1.86363 5.76244 -0.70139 0.3343
H 1.91685 6.35890 1.63860 0.2131
H 1.80056 8.05909 2.12865 0.3550
H 2.96241 7.59816 0.93645 0.4220
H 1.73962 9.43288 -0.65880 0.4418
H 0.37046 9.60847 0.53123 0.3511
H 0.07423 9.13000 -1.10205 0.3035
H -0.66584 6.96026 2.47715 0.3643
C 6.73150 -5.19129 -0.35667 -1.6251
C 6.06838 -6.38339 -1.03639 1.8048
C 7.08933 -7.17580 -1.81811 -2.0816
C 5.58481 -7.33757 0.08972 -1.4341
C 4.29142 -6.95432 0.75405 -0.4500
C 3.20169 -6.63899 -0.27886 -1.3886
C 3.66579 -5.67113 -1.37800 2.0338
C 2.58434 -5.79507 -2.45519 -2.1082
C 3.58278 -4.23875 -0.82226 -0.9452
N 4.93914 -6.07470 -1.87990 0.2597
O 5.32417 -5.35189 -3.02829 -0.4840
H 6.30382 -4.84929 0.58388 0.3073
H 7.81696 -5.25195 -0.20289 0.4140
H 6.74238 -4.33652 -1.05937 0.3153
H 7.57046 -6.52965 -2.56013 0.4059
H 7.93854 -7.38076 -1.15482 0.4364
H 6.71760 -8.09813 -2.24591 0.4372
H 5.61348 -8.37218 -0.27061 0.4163
H 6.40806 -7.33013 0.81501 0.4538
H 3.89619 -7.64853 1.49104 0.4393
H 4.48802 -5.98276 1.23567 0.1276
H 2.34710 -6.18877 0.22915 0.4558
H 2.87444 -7.59618 -0.70404 0.3714
H 2.67133 -4.99266 -3.19521 0.1501
H 1.57874 -5.85867 -2.04952 0.4047
H 2.75899 -6.71080 -3.03008 0.5703
H 3.96726 -3.59052 -1.62311 0.0263
H 4.26634 -4.03039 0.01002 0.1207
H 2.60626 -3.92629 -0.46396 0.2047
H 5.29534 -4.40439 -2.79457 0.3802
O 1.84519 0.93294 3.55394 -0.5047
C 3.18076 1.16066 2.99949 -0.7816
C 3.95835 -0.11116 2.88301 0.1609
O 4.29734 -0.53116 4.20447 -0.6138
H 2.02806 0.43625 4.38466 0.2948
H 3.01790 1.52944 1.98292 0.3929
H 3.67981 1.90618 3.62595 0.4170
H 4.82597 -0.03072 2.22550 0.4682
H 3.31279 -0.90960 2.50422 -0.2732
H 4.71923 -1.39536 4.13085 0.3789
O 3.54760 -1.97105 -6.25101 -0.6214
C 2.83781 -1.86929 -5.03308 0.0926
C 1.56599 -2.67298 -5.05944 -0.3278
O 0.69083 -2.20251 -6.07549 -0.3642
H 3.04495 -1.55634 -6.95926 0.3479
H 3.51886 -2.22626 -4.25323 0.0024
H 2.65614 -0.83207 -4.70887 0.0417
H 1.06172 -2.49380 -4.09403 0.2530
H 1.77557 -3.74306 -5.12484 0.4479
H 0.16765 -2.93178 -6.41134 0.2461
O -0.80892 5.82270 4.07460 -0.5985
C 0.58806 5.62701 4.30705 -0.6023
C 1.07591 4.33410 3.73525 -0.0390
O 0.49266 3.24745 4.45523 -0.5682
H -1.20597 4.95877 3.90502 0.3783
H 1.15569 6.48075 3.93608 0.2458
H 0.79965 5.61323 5.38671 0.3897
H 2.16585 4.26063 3.89691 0.3344
H 0.90655 4.22804 2.65193 0.2012
H 0.96232 2.43154 4.17540 0.3159
O 6.29750 3.20059 -3.83007 -0.5523
C 5.04340 2.90700 -3.18106 -0.4662
C 4.56932 1.46556 -3.43463 0.0837
O 4.25076 1.30066 -4.81614 -0.5578
H 6.26096 3.12594 -4.78515 0.2941
H 5.24760 3.05776 -2.11853 0.3217
H 4.26470 3.58957 -3.54121 0.2865
H 3.65025 1.41160 -2.84530 -0.0080
H 5.38192 0.79543 -3.15169 0.3058
H 5.07099 1.05155 -5.25514 0.3218
```

Properties
orbital gap: 8.18 eV
ΔE to the lowest compared entry with this formula, charge and spin: 0.0 kcal/mol
SMILES string: CC1(C)CCCC(C)(C)N1O.CC1(C)CCCC(C)(C)N1O.CC1(C)CCCC(C)(C)N1O.CC1(C)CCCC(C)(C)N1O.CC1(C)CCCC(C)(C)N1O.CC1(C)CCCC(C)(C)N1O.OCCO.OCCO.OCCO.OCCO

=====

F_max
In order: 18.3; 2.7; 3.3; 2.8
Unit: eV/Å